# C6H11O

A gas-phase ion, C6H11O (charge +1) in a non-equilibrium geometry (the ωB97M-V functional and the def2-TZVPD basis, the Open Molecules 2025 dataset).

Positions of all 18 atoms, in Å:
C  -1.370  -1.880  -0.347
C  -2.032  -0.565  -0.679
C  -0.945  0.483  -0.335
C  1.503  0.109  -0.026
C  0.089  -0.243  0.499
C  1.939  1.336  0.807
O  -0.323  -1.837  0.280
H  -1.600  -2.838  -0.681
H  -2.031  -0.435  -1.831
H  -3.053  -0.585  -0.202
H  -0.473  0.947  -1.241
H  -1.373  1.309  0.248
H  1.317  0.308  -1.152
H  2.194  -0.596  0.228
H  -0.100  -0.353  1.639
H  2.999  1.309  0.834
H  1.578  1.332  1.815
H  1.682  2.200  0.145

Output
ΔE to the lowest compared entry with this formula, charge and spin ... 0.657 eV
E ... -310.120861 hartree
Net charge ... +1
Kohn-Sham gap ... 11.152 eV

=====

# C6H11O

A gas-phase ion, C6H11O (charge +1) in a non-equilibrium geometry (the ωB97M-V functional and the def2-TZVPD basis, the Open Molecules 2025 dataset).

Positions of all 18 atoms, in Å:
C  1.233  0.821  -1.635
C  1.504  0.904  -0.253
C  0.838  -0.014  0.706
C  -0.839  -1.083  -0.785
C  -0.693  -0.108  0.260
C  -1.699  -0.498  1.355
O  0.527  0.009  -2.192
H  1.695  1.538  -2.315
H  2.576  1.084  -0.057
H  1.082  1.940  -0.024
H  1.220  -0.975  0.613
H  1.080  0.366  1.629
H  -0.238  -1.986  -0.670
H  -1.642  -1.008  -1.500
H  -0.989  0.972  0.061
H  -1.230  -1.229  1.963
H  -2.360  -1.041  0.794
H  -2.065  0.307  2.050

Output
ΔE to the lowest compared entry with this formula, charge and spin ... 1.714 eV
E ... -310.082043 hartree
Net charge ... +1
Kohn-Sham gap ... 9.265 eV

=====

# C6H11O2Si

A molecular structure, C6H11O2Si in a non-equilibrium geometry (the ωB97M-V functional and the def2-TZVPD basis, the Open Molecules 2025 dataset).

Positions of all 20 atoms, in Å:
C  1.000  0.265  -2.517
C  0.738  0.069  -1.140
C  1.147  -1.120  -3.840
C  -0.240  -1.384  2.105
C  -1.968  1.253  2.388
C  -0.039  0.856  -0.295
O  1.627  -2.115  -3.367
O  0.705  -0.732  -4.881
Si  -0.260  0.517  1.567
H  2.076  0.148  -2.630
H  0.704  1.210  -2.956
H  1.040  -0.957  -0.734
H  0.444  -2.012  1.480
H  0.228  -1.426  3.220
H  -1.283  -1.800  2.252
H  -2.250  0.416  3.009
H  -1.602  2.039  3.018
H  -2.726  1.611  1.665
H  -0.275  1.810  -0.616
H  0.936  1.355  2.273

Output
ΔE to the lowest compared entry with this formula, charge and spin ... 1.310 eV
E ... -675.185973 hartree
Net charge ... -1
Kohn-Sham gap ... 6.972 eV

=====

# C6H11O4S

2 unconnected molecules or ions with the total composition C6H11O4S in a non-equilibrium geometry (the ωB97M-V functional and the def2-TZVPD basis, the Open Molecules 2025 dataset).

Positions of all 22 atoms, in Å:
C  0.762  -0.115  -1.471
C  -0.224  -1.298  -1.209
C  1.100  -0.123  0.037
C  0.252  -1.338  0.247
C  2.536  -0.512  0.425
C  0.538  1.109  0.814
O  -2.769  0.151  -1.048
O  -4.083  0.022  0.998
O  -2.511  1.914  0.817
O  0.059  -2.044  1.177
S  -2.724  0.195  0.442
H  1.551  -0.339  -2.074
H  0.380  0.823  -1.800
H  -1.204  -0.944  -1.346
H  -0.245  -2.318  -1.823
H  3.231  0.300  0.507
H  2.922  -1.242  -0.230
H  2.542  -0.951  1.331
H  0.305  0.834  1.831
H  -0.347  1.647  0.416
H  1.241  2.099  0.785
H  -3.313  2.130  1.174

Output
ΔE to the lowest compared entry with this formula, charge and spin ... 0.427 eV
E ... -934.368814 hartree
Net charge ... -1
Kohn-Sham gap ... 7.832 eV

=====

# C6H11OP

2 unconnected molecules or ions with the total composition C6H11OP in a non-equilibrium geometry (the ωB97M-V functional and the def2-TZVPD basis, the Open Molecules 2025 dataset).

Positions of all 19 atoms, in Å:
C  -2.696  0.212  0.353
C  -1.773  -0.227  1.143
C  0.974  -0.943  -1.077
C  1.380  0.510  -1.219
C  0.932  -1.202  0.396
C  0.505  1.393  -0.267
O  0.307  0.983  3.578
P  -0.051  0.239  1.119
H  -3.731  -0.062  0.343
H  -2.325  0.691  -0.537
H  -1.992  -0.778  1.993
H  0.000  -1.213  -1.620
H  1.659  -1.713  -1.571
H  2.401  0.420  -1.080
H  1.185  0.891  -2.252
H  0.457  -2.185  0.627
H  1.970  -1.161  0.813
H  1.064  2.356  0.183
H  -0.267  1.786  -0.926

Output
ΔE to the lowest compared entry with this formula, charge and spin ... 6.712 eV
E ... -651.573854 hartree
Net charge ... 0
Kohn-Sham gap (alpha / beta) ... 7.868 / 7.989 eV

=====

# C6H11PS

A molecular structure, C6H11PS in a non-equilibrium geometry (the ωB97M-V functional and the def2-TZVPD basis, the Open Molecules 2025 dataset).

Positions of all 19 atoms, in Å:
C  -1.028  -0.333  1.086
C  -0.370  0.614  0.439
C  -1.305  -1.675  0.439
C  -0.407  -1.977  -0.728
C  -0.232  2.024  1.102
C  2.098  0.403  -0.993
P  0.277  0.230  -1.191
S  -0.328  1.359  -2.641
H  -1.420  0.021  2.027
H  -1.037  -2.624  1.149
H  -2.412  -1.629  0.424
H  0.533  -2.399  -0.465
H  -0.977  -2.455  -1.451
H  -0.906  2.658  0.439
H  0.890  2.369  1.276
H  -0.758  2.106  2.099
H  2.662  0.081  -1.933
H  2.236  1.399  -0.803
H  2.483  -0.172  -0.277

Output
ΔE to the lowest compared entry with this formula, charge and spin ... 1.616 eV
E ... -974.680107 hartree
Net charge ... 0
Kohn-Sham gap ... 8.923 eV

=====

# C6H11PS

C6H11PS in the gas phase in a non-equilibrium geometry (the ωB97M-V functional and the def2-TZVPD basis, the Open Molecules 2025 dataset).

Positions of all 19 atoms, in Å:
C  -3.629  -0.257  0.928
C  -2.692  -0.393  0.016
C  -1.851  -0.587  -0.930
C  -0.520  0.137  -0.890
C  0.639  -0.820  -0.523
P  2.307  0.298  -0.599
C  1.920  1.517  0.749
S  3.379  -1.025  0.589
H  -3.794  -0.779  2.014
H  -4.414  0.489  0.668
H  -2.003  -1.179  -1.845
H  -0.329  0.399  -1.929
H  -0.529  0.961  -0.162
H  0.577  -1.259  0.443
H  0.837  -1.465  -1.320
H  1.433  0.919  1.503
H  2.844  1.784  1.182
H  1.422  2.321  0.352
H  4.403  -1.062  -0.248

Output
ΔE to the lowest compared entry with this formula, charge and spin ... 2.011 eV
E ... -974.665599 hartree
Net charge ... 0
Kohn-Sham gap ... 9.811 eV
Structure (SMILES) ... C=C=CCCP(C)S

=====

# C6H12

2 unconnected molecules or ions with the total composition C6H12 in a non-equilibrium geometry (the ωB97M-V functional and the def2-TZVPD basis, the Open Molecules 2025 dataset).

Positions of all 18 atoms, in Å:
C  0.412  -1.246  1.273
C  0.866  0.007  1.287
C  2.230  0.422  0.851
H  1.076  -2.070  1.047
H  -0.496  -1.512  1.792
H  0.236  0.803  1.662
H  2.817  -0.432  0.520
H  2.755  0.905  1.680
H  2.179  1.154  0.049
C  -2.194  -0.621  -0.421
C  -1.797  0.512  -0.946
C  -0.506  0.676  -1.757
H  -3.103  -0.744  0.139
H  -1.469  -1.486  -0.393
H  -2.352  1.434  -0.824
H  0.152  1.417  -1.303
H  -0.002  -0.269  -1.921
H  -0.805  1.050  -2.737

Output
ΔE to the lowest compared entry with this formula, charge and spin ... 2.062 eV
E ... -235.742442 hartree
Net charge ... 0
Kohn-Sham gap ... 10.461 eV
Structure (SMILES) ... C=CC.C=CC

=====

# C6H12

A molecular structure, C6H12 in a non-equilibrium geometry (the ωB97M-V functional and the def2-TZVPD basis, the Open Molecules 2025 dataset).

Positions of all 18 atoms, in Å:
C  -2.957  0.336  0.348
C  -0.509  0.315  -0.929
C  0.428  1.104  -0.090
C  1.352  -0.085  -0.556
C  2.502  -0.463  0.366
C  0.067  -0.993  -0.521
H  -2.409  0.295  1.264
H  -3.514  -0.571  0.237
H  -3.626  1.168  0.371
H  -2.290  0.503  -0.631
H  0.339  1.023  1.004
H  0.636  2.136  -0.391
H  1.713  0.059  -1.576
H  2.972  -1.394  0.027
H  3.263  0.327  0.366
H  2.153  -0.607  1.394
H  -0.048  -1.840  -1.205
H  -0.071  -1.312  0.523

Output
ΔE to the lowest compared entry with this formula, charge and spin ... 4.915 eV
E ... -235.637613 hartree
Net charge ... 0
Kohn-Sham gap ... 8.719 eV

=====

# C6H12

C6H12 in the gas phase in a non-equilibrium geometry (the ωB97M-V functional and the def2-TZVPD basis, the Open Molecules 2025 dataset).

Positions of all 18 atoms, in Å:
C  -0.674  1.132  -1.259
C  -0.307  0.303  -0.290
C  1.090  -0.296  -0.316
C  1.457  -0.894  -1.689
C  -1.231  0.012  0.859
C  -0.677  0.247  2.274
H  0.013  1.673  -1.902
H  -1.710  1.379  -1.451
H  1.804  0.484  -0.037
H  1.157  -1.120  0.390
H  0.584  -1.433  -2.052
H  1.866  -0.174  -2.384
H  2.245  -1.639  -1.536
H  -2.145  0.541  0.582
H  -1.611  -1.017  0.931
H  -0.407  1.287  2.447
H  -1.511  0.034  2.933
H  0.056  -0.520  2.500

Output
ΔE to the lowest compared entry with this formula, charge and spin ... 1.385 eV
E ... -235.767335 hartree
Net charge ... 0
Kohn-Sham gap ... 10.069 eV
Structure (SMILES) ... C=C(CC)CC

=====

# C6H12

2 unconnected molecules or ions with the total composition C6H12 in a non-equilibrium geometry (the ωB97M-V functional and the def2-TZVPD basis, the Open Molecules 2025 dataset).

Positions of all 18 atoms, in Å:
C  2.498  1.921  -1.315
C  2.075  0.787  -0.760
C  2.260  -0.597  -1.300
H  2.920  2.715  -0.713
H  2.490  2.030  -2.394
H  1.765  0.857  0.284
H  1.421  -1.286  -1.205
H  2.463  -0.554  -2.374
H  3.157  -0.969  -0.807
C  -2.021  -1.851  1.487
C  -2.755  -0.801  1.136
C  -2.191  0.560  0.867
H  -2.373  -2.872  1.427
H  -0.940  -1.724  1.532
H  -3.780  -1.056  0.872
H  -1.196  0.414  0.433
H  -2.779  1.068  0.105
H  -2.075  1.236  1.709

Output
ΔE to the lowest compared entry with this formula, charge and spin ... 2.617 eV
E ... -235.722046 hartree
Net charge ... 0
Kohn-Sham gap ... 10.265 eV
Structure (SMILES) ... C=CC.C=CC

=====

# C6H12

C6H12 in the gas phase in a non-equilibrium geometry (the ωB97M-V functional and the def2-TZVPD basis, the Open Molecules 2025 dataset).

Positions of all 18 atoms, in Å:
C  -1.667  -0.732  0.797
C  -0.876  0.326  0.636
C  -0.880  1.463  1.613
C  -0.003  0.358  -0.604
C  0.994  -0.814  -0.573
C  2.029  -0.739  -1.673
H  -2.147  -0.912  1.747
H  -1.803  -1.556  0.105
H  -0.219  2.254  1.281
H  -1.860  1.875  1.832
H  -0.443  1.163  2.561
H  0.533  1.298  -0.777
H  -0.615  0.201  -1.489
H  0.382  -1.707  -0.751
H  1.308  -0.986  0.460
H  2.674  -1.620  -1.729
H  2.773  0.047  -1.511
H  1.521  -0.531  -2.602

Output
ΔE to the lowest compared entry with this formula, charge and spin ... 1.197 eV
E ... -235.774225 hartree
Net charge ... 0
Kohn-Sham gap ... 10.196 eV
Structure (SMILES) ... C=C(C)CCC

=====

# C6H12

C6H12 in the gas phase in a non-equilibrium geometry (the ωB97M-V functional and the def2-TZVPD basis, the Open Molecules 2025 dataset).

Positions of all 18 atoms, in Å:
C  -0.036  -0.658  1.714
C  0.670  -0.389  0.620
C  1.330  -1.506  -0.104
C  0.710  0.976  -0.004
C  -0.384  0.942  -1.086
C  -1.768  0.711  -0.528
H  -0.095  -1.683  2.057
H  -0.281  0.089  2.458
H  1.328  -1.404  -1.178
H  0.997  -2.529  0.055
H  2.386  -1.561  0.138
H  0.473  1.753  0.733
H  1.689  1.209  -0.442
H  -0.627  1.908  -1.539
H  -0.115  0.222  -1.872
H  -2.068  1.572  0.096
H  -2.534  0.591  -1.314
H  -1.674  -0.242  0.196

Output
ΔE to the lowest compared entry with this formula, charge and spin ... 1.514 eV
E ... -235.762584 hartree
Net charge ... 0
Kohn-Sham gap ... 10.190 eV
Structure (SMILES) ... C=C(C)CCC